<a>
DFT (ωB97M-V/def2-TZVPD) results for the molecule C4H6ClN.

Last column: Mulliken charge in e.
Element x y z (Å)
C: 0.584 1.138 -0.150  -0.408
C: -0.736 1.291 0.124  -0.151
C: 1.113 -0.283 -0.206  -0.347
C: -0.007 -1.257 0.201  -0.364
N: -1.452 0.187 0.602  -0.327
Cl: -2.893 -0.269 -0.178  -0.114
H: 1.277 1.966 -0.391  0.314
H: -1.246 2.246 0.057  0.376
H: 1.636 -0.745 -1.126  0.297
H: 1.860 -0.367 0.573  0.234
H: -0.398 -1.936 -0.590  0.238
H: 0.262 -1.972 1.084  0.251

Its charge is 0. As for the HOMO energy (spin up / spin down): -8.26 / -8.26 eV. The calculation puts the LUMO energy (spin up / spin down) at 0.369 / 0.369 eV. As for the HOMO-LUMO gap (spin up / spin down): 8.6 / 8.6 eV.

<b>
DFT (ωB97M-V/def2-TZVPD) results for the molecule C4H6ClN.

Last column: Mulliken charge in e.
Element x y z (Å)
C: 1.568 0.341 1.834  -0.885
C: 0.728 -0.339 0.953  0.542
C: -1.487 0.179 -1.134  -1.124
C: -0.031 0.056 -1.404  0.115
N: 0.834 -0.243 -0.393  -0.504
Cl: -0.490 -1.393 1.682  -0.236
H: 1.487 0.022 2.804  0.337
H: 2.445 0.795 1.447  0.304
H: -1.541 -0.625 -0.601  0.349
H: -1.957 -0.169 -1.939  0.405
H: 0.500 0.212 -2.311  0.446
H: -2.058 1.164 -0.937  0.248

Its charge is 0. As for the HOMO energy (spin up / spin down): -8.54 / -8.54 eV. The calculation puts the LUMO energy (spin up / spin down) at 0.037 / 0.037 eV. As for the HOMO-LUMO gap (spin up / spin down): 8.6 / 8.6 eV. The SMILES is C=C(Cl)/N=C\C.

<c>
DFT (ωB97M-V/def2-TZVPD) results for the molecule C4H6ClN.

Last column: Mulliken charge in e.
Element x y z (Å)
C: 0.482 0.498 0.246  0.149
C: 0.981 1.406 -0.580  0.561
C: 0.899 -0.406 1.294  -0.986
C: -1.038 0.703 0.260  -1.230
N: 1.019 2.387 -1.242  -0.282
Cl: 1.119 3.118 -2.670  0.008
H: -0.050 -1.061 1.544  0.226
H: 0.995 0.184 2.156  0.282
H: 1.763 -1.115 1.073  0.296
H: -1.395 -0.230 0.632  0.392
H: -1.569 0.884 -0.701  0.318
H: -1.004 1.649 0.793  0.267

Its charge is 0. As for the HOMO energy: -7.58 eV. The calculation puts the LUMO energy at 0.852 eV. As for the HOMO-LUMO gap: 8.4 eV. The SMILES is CC(C)=C=NCl.

Bottom line: <b>, by a margin of 0.880 eV.

<a>
DFT (ωB97M-V/def2-TZVPD) results for the molecule C5H7FN2.

Last column: Mulliken charge in e.
Element x y z (Å)
C: 1.063 0.706 0.750  0.247
C: -1.033 -0.095 1.612  0.312
C: 1.048 0.296 -0.630  -0.362
C: -0.348 0.030 -1.212  -0.614
C: -1.286 -1.044 -0.516  -0.454
N: -1.740 -0.846 0.895  -0.464
N: 1.767 1.254 1.579  -0.485
F: -1.261 0.204 2.846  -0.199
H: 1.519 1.202 -1.117  0.238
H: 1.747 -0.650 -0.857  0.282
H: -0.915 1.029 -0.969  0.267
H: -0.338 -0.372 -2.223  0.327
H: -2.214 -1.018 -1.171  0.298
H: -0.864 -2.092 -0.475  0.329
H: 2.854 1.396 1.488  0.277

Its charge is 0. As for the HOMO energy (spin up / spin down): -7.92 / -7.92 eV. The calculation puts the LUMO energy (spin up / spin down) at 0.139 / 0.139 eV. As for the HOMO-LUMO gap (spin up / spin down): 8.1 / 8.1 eV.

<b>
DFT (ωB97M-V/def2-TZVPD) results for the molecule C5H7FN2.

Last column: Mulliken charge in e.
Element x y z (Å)
C: 1.107 0.717 1.142  -0.130
C: 1.904 0.091 0.071  -0.385
C: -0.163 0.425 1.374  -0.566
C: 1.325 -0.799 -0.726  0.239
C: -0.945 -0.122 0.134  -0.244
N: -0.217 -1.175 -0.572  0.033
N: -0.946 -1.435 -1.732  -0.621
F: 2.014 -1.723 -1.378  -0.259
H: 1.644 1.350 1.942  0.247
H: 2.985 0.283 -0.074  0.336
H: -0.591 0.824 2.311  0.304
H: -1.887 -0.650 0.476  0.318
H: -1.167 0.810 -0.620  0.233
H: -0.631 -2.354 -1.980  0.260
H: -0.709 -0.801 -2.442  0.236

Its charge is 0. As for the HOMO energy: -8.22 eV. The calculation puts the LUMO energy at 0.858 eV. As for the HOMO-LUMO gap: 9.1 eV. The SMILES is NN1CC=CC=C1F.

<c>
DFT (ωB97M-V/def2-TZVPD) results for the molecule C5H7FN2.

Last column: Mulliken charge in e.
Element x y z (Å)
C: -0.568 -2.097 -0.963  -1.235
C: -0.349 -0.748 -0.406  -0.011
C: -0.816 1.313 0.385  -0.867
C: 0.543 1.167 0.468  0.358
C: 0.830 -0.152 -0.020  0.672
H: 0.358 -2.651 -1.090  0.286
H: -1.128 -2.706 -0.214  0.295
H: -1.066 -2.039 -1.924  0.321
H: -2.397 0.015 -0.286  0.254
H: -1.338 2.250 0.643  0.351
H: 2.403 1.657 0.881  0.297
H: 1.334 2.408 1.858  0.249
N: -1.362 0.139 -0.088  -0.019
N: 1.487 2.111 0.889  -0.618
F: 2.071 -0.665 -0.132  -0.334

Its charge is 0. As for the HOMO energy: -7.67 eV. The calculation puts the LUMO energy at 0.990 eV. As for the HOMO-LUMO gap: 8.7 eV. The SMILES is Cc1[nH]cc(N)c1F.

Bottom line: <c>, by a margin of 2.782 eV.

<a>
DFT (ωB97M-V/def2-TZVPD) results for the ion C4H10NO2 with charge -1.

Last column: Mulliken charge in e.
Element x y z (Å)
C: 1.253 -1.400 0.117  -0.572
O: 2.545 -1.186 -0.316  -0.592
C: 0.276 -0.306 -0.245  0.423
C: -0.914 0.070 0.775  -0.763
C: -1.877 1.019 0.005  -0.493
O: -1.465 2.145 -0.566  -0.877
N: 1.091 0.840 -0.730  -0.850
H: 1.257 -1.638 1.244  0.202
H: 0.739 -2.288 -0.289  0.213
H: 2.411 -0.323 -0.783  0.524
H: -0.277 -0.759 -1.108  0.133
H: -0.597 0.386 1.800  0.349
H: -1.354 -0.897 1.113  0.317
H: -2.781 1.096 0.665  0.278
H: -2.378 0.310 -0.772  0.136
H: 0.484 1.598 -0.968  0.337
H: 1.586 1.331 0.059  0.235

Its charge is -1. As for the HOMO energy: -2.69 eV. The calculation puts the LUMO energy at 3.897 eV. As for the HOMO-LUMO gap: 6.6 eV. The SMILES is N[C@@H](CO)CC[O-].

<b>
DFT (ωB97M-V/def2-TZVPD) results for the ion C4H10NO2 with charge -1.

Last column: Mulliken charge in e.
Element x y z (Å)
C: -0.773 0.869 -0.053  -0.348
C: 0.066 0.107 -1.055  0.148
C: -0.151 0.595 -2.578  -1.528
O: -0.116 -1.298 -0.923  -0.629
N: 0.082 1.125 1.190  -0.536
C: 0.705 -0.127 1.930  -0.387
O: 0.175 -1.376 1.614  -0.923
H: -1.719 0.365 0.247  0.233
H: -0.907 1.900 -0.473  0.330
H: 1.055 0.242 -0.976  0.314
H: 0.271 1.537 -2.682  0.408
H: 0.363 -0.120 -3.142  0.418
H: -1.321 0.685 -2.719  0.270
H: 0.208 -1.431 -0.062  0.498
H: -0.543 1.569 1.857  0.268
H: 0.673 0.250 2.978  0.317
H: 1.793 -0.137 1.657  0.145

Its charge is -1. As for the HOMO energy: -3.08 eV. The calculation puts the LUMO energy at 4.157 eV. As for the HOMO-LUMO gap: 7.2 eV. The SMILES is C[C@H](O)CNC[O-].

Bottom line: <a>, by a margin of 0.169 eV.

<a>
DFT (ωB97M-V/def2-TZVPD) results for the ion C4H10NO2 with charge -1.

Last column: Mulliken charge in e.
Element x y z (Å)
C: -0.585 -1.046 -1.385  -0.517
O: -1.330 -2.253 -1.203  -0.534
C: -0.176 -0.415 -0.064  0.579
C: 0.736 0.772 -0.293  -1.092
C: 1.322 1.376 1.036  -0.419
O: 0.448 1.620 2.022  -0.908
N: -1.346 -0.027 0.729  -0.895
H: -1.221 -0.343 -1.942  0.244
H: 0.320 -1.287 -1.949  0.289
H: -1.877 -2.080 -0.428  0.317
H: 0.419 -1.191 0.458  0.111
H: 0.174 1.555 -0.828  0.422
H: 1.615 0.482 -0.888  0.308
H: 1.886 2.277 0.683  0.264
H: 2.137 0.653 1.313  0.217
H: -1.576 -0.794 1.357  0.254
H: -0.948 0.702 1.382  0.360

Its charge is -1. As for the HOMO energy: -2.82 eV. The calculation puts the LUMO energy at 3.839 eV. As for the HOMO-LUMO gap: 6.7 eV. The SMILES is N[C@@H](CO)CC[O-].

<b>
DFT (ωB97M-V/def2-TZVPD) results for a cluster of 2 separate species, C4H10NO2 in total.

Last column: Mulliken charge in e.
Element x y z (Å)
C: -0.688 -2.317 -0.154  -1.049
C: 0.047 -1.838 -1.391  -0.168
C: 1.476 -1.353 -1.084  -0.980
H: -0.225 -3.207 0.291  0.349
H: -1.704 -2.564 -0.476  0.255
H: -0.750 -1.523 0.591  0.234
H: -0.515 -0.975 -1.753  0.207
H: 0.099 -2.638 -2.142  0.369
H: 2.036 -1.064 -1.972  0.285
H: 1.374 -0.510 -0.399  0.168
H: 2.026 -2.117 -0.514  0.313
N: -0.595 2.770 0.942  -0.571
C: -0.229 1.416 0.694  0.575
O: -0.582 0.949 -0.412  -0.681
O: 0.387 0.849 1.627  -0.739
H: 0.064 3.249 1.536  0.214
H: -0.832 3.291 0.117  0.219

Its charge is -1. As for the HOMO energy: -4.11 eV. The calculation puts the LUMO energy at 4.330 eV. As for the HOMO-LUMO gap: 8.4 eV.

Bottom line: <b>, by a margin of 2.376 eV.